[1]
14
Properties=species:S:1:pos:R:3:forces:R:3 method="wB97M-V/def2-TZVPD" homo_energy_ev=-8.70 smiles="CC(=O)S/C=C/C=S"
C -2.20403 2.19601 -1.02364 -0.68 -0.46 -1.43
C -1.02670 1.26612 -0.77860 4.62 -0.02 -0.70
C 0.54076 -0.70944 0.52155 0.33 -0.19 -0.95
C 0.93028 -1.78252 1.23491 2.28 -0.60 -0.01
C 2.39236 -2.25099 0.91420 0.62 0.32 1.91
H -2.24559 2.55289 -2.11278 0.53 -0.59 1.57
H -2.22146 3.08164 -0.37721 0.26 -0.40 0.05
H -3.13356 1.62599 -0.88127 0.19 0.24 0.23
H 1.20865 -0.42899 -0.37509 -1.33 -0.06 1.58
H 0.46978 -2.30150 2.11357 0.18 0.95 -0.94
H 3.09496 -2.50027 1.94652 -2.19 0.45 -2.97
O 0.02931 1.25640 -1.44672 -3.94 0.14 1.60
S -0.94355 0.20202 0.82782 -0.27 0.48 -1.40
S 3.10879 -2.20736 -0.56327 -0.61 -0.25 1.46

[2]
12
Properties=species:S:1:pos:R:3:forces:R:3 method="wB97M-V/def2-TZVPD" homo_energy_ev=-9.09 smiles="SC1=C=C1.C=C"
C 1.16584 -1.23814 -0.39776 2.52 1.68 1.74
C 1.55926 -1.44404 0.91765 1.04 1.27 -0.88
C 2.12715 -0.35982 0.04822 -3.22 -2.84 -0.19
C -2.16791 0.87576 -0.57603 1.19 0.15 1.03
C -1.86090 0.13050 0.52062 -0.28 -0.15 -2.62
S 3.00276 1.05390 -0.12362 0.79 -0.76 1.60
H 0.53234 -1.51535 -1.16310 -1.17 -0.53 -1.44
H -1.28079 1.35659 -1.11779 -1.64 -0.57 0.63
H -3.20478 1.11025 -0.89579 0.92 -0.24 0.19
H 3.50856 0.72028 1.12992 0.15 1.14 -0.89
H -0.82607 -0.14537 0.65879 0.09 0.39 0.46
H -2.55547 -0.54456 0.99888 -0.39 0.47 0.37

[3]
14
Properties=species:S:1:pos:R:3:forces:R:3 method="wB97M-V/def2-TZVPD" homo_energy_ev=-8.49 smiles="S=C[C@@H]1CCSC1=S"
C 0.91488 -1.26803 -0.71458 0.18 -1.83 -0.74
C 0.32387 -0.75416 0.52236 -1.57 -0.46 0.83
C -1.12976 -0.18778 0.14541 0.57 0.17 -1.94
C -0.99287 1.25515 -0.44381 0.67 -0.18 -2.87
C 1.16722 0.35014 0.86827 1.42 4.29 3.12
H 0.70951 -2.36743 -0.78815 0.44 0.85 -0.75
H 0.44682 -1.41530 1.43928 -0.90 0.10 -1.48
H -1.73470 -0.80529 -0.57122 0.80 0.18 0.79
H -1.69096 -0.00872 1.00144 -0.96 -0.29 1.84
H -1.90288 1.89845 -0.43500 0.67 -0.45 1.19
H -0.79015 1.36119 -1.57699 -0.20 -1.08 1.41
S 1.73239 -0.32367 -1.73127 -0.01 -1.14 -0.62
S 0.52119 1.89122 0.27368 0.45 0.18 1.17
S 2.42545 0.37422 2.01057 -1.56 -0.33 -1.96

[4]
14
Properties=species:S:1:pos:R:3:forces:R:3 method="wB97M-V/def2-TZVPD" homo_energy_ev=-8.48
C 1.57218 -2.09908 -2.35758 0.23 -0.21 0.15
C 0.58034 -0.20014 -0.57176 0.14 1.21 0.12
C 0.54287 0.87316 0.25942 -0.29 0.18 -0.03
C -0.64302 0.92470 1.14564 0.80 -0.29 -0.06
C -0.54937 -1.15456 -0.43858 -0.02 -0.59 0.15
H 0.57586 -2.31835 -2.75016 0.27 0.03 -0.15
H 2.35045 -2.23737 -3.12671 -0.50 0.00 0.21
H 1.78562 -2.80589 -1.53459 0.00 0.55 -0.26
H 1.25084 1.72430 0.29531 -0.45 -0.81 -0.14
H -1.13613 -1.19113 -1.36668 0.15 -0.09 0.21
H -0.17184 -2.16768 -0.19805 -0.32 0.41 -0.15
S 1.71273 -0.34442 -1.89517 0.08 -0.35 0.27
S -0.99267 2.07182 2.25696 0.03 -0.25 -0.39
S -1.57461 -0.54418 0.91683 -0.13 0.20 0.06

| no. | calculated total energy (a.u.) | E_LUMO (eV) |
| --- | --- | --- |
| 1 | -1065.64772 | -0.54 |
| 2 | -592.10205 | 0.58 |
| 3 | -1388.60042 | -0.62 |
| 4 | -1388.66461 | -0.40 |